This record from OMol25 describes a molecular structure, C18H30BaCl2N7O3 in a non-equilibrium geometry. The level of theory is the ωB97M-V functional and the def2-TZVPD basis.

CARTESIAN COORDINATES (ANGSTROEM)
O1 0.36657 4.85903 -2.50066
C1 1.05952 5.83762 -2.29932
C2 2.29249 6.21707 -3.07766
C3 2.72592 5.39594 -4.13259
H1 2.16209 4.49048 -4.37730
C4 3.87421 5.74456 -4.85215
H2 4.21447 5.10384 -5.67059
C5 4.58622 6.91214 -4.52248
H3 5.48331 7.18328 -5.08447
C6 4.14667 7.73530 -3.46904
H4 4.69688 8.64578 -3.20817
C7 2.99903 7.38576 -2.75089
H5 2.63104 8.00543 -1.92623
H6 0.82200 6.58067 -1.49656
C8 2.48519 1.08569 1.54316
C9 1.48798 0.11687 1.89912
H7 3.21939 0.96554 2.37284
H8 2.01983 2.10314 1.52703
H9 2.95289 0.87722 0.54458
C10 0.96479 -0.73252 2.72873
C11 1.70599 -0.85586 4.03980
H10 0.05601 -1.37492 2.62401
H11 2.62376 -0.24797 3.98206
H12 1.96605 -1.90262 4.20776
H13 1.06518 -0.46592 4.83439
Ba1 0.04074 -0.33661 -0.08709
Cl1 2.20014 -0.92118 -2.01658
Cl2 0.15809 2.74742 -0.58453
H14 -0.77930 1.50597 -4.80271
H15 -0.47067 -0.80366 -5.79519
C12 -0.47221 1.12084 -3.82235
C13 -0.13154 -1.14068 -4.81112
N1 -0.73547 -0.31634 -3.78825
H16 -0.99982 1.63477 -3.01105
C14 -1.38148 -0.89073 -2.77104
O2 -1.96475 -0.23821 -1.87236
H17 -0.44447 -2.17605 -4.63532
H18 -1.33927 -2.00480 -2.74853
H19 0.60622 1.29072 -3.69390
H20 0.95805 -1.06774 -4.74209
H21 -4.75490 0.32889 2.90278
H22 -5.58772 2.09401 1.09212
C15 -3.82200 0.89628 2.91625
C16 -4.60656 2.58191 1.18565
N2 -3.65755 1.57636 1.63451
H23 -2.98042 0.21017 3.07861
C17 -2.60625 1.21945 0.93569
O3 -1.88078 0.31547 1.41455
H24 -4.22762 2.93008 0.21224
H25 -2.38654 1.73427 -0.02892
H26 -3.84662 1.64739 3.70611
H27 -4.60769 3.38430 1.93644
N3 -0.36487 -6.04164 1.25014
N4 -0.81268 -4.76145 1.16868
N5 -2.04533 -4.39379 1.54805
C18 -1.99661 -3.06696 1.28925
N6 -0.81882 -2.67918 0.80257
N7 -0.03757 -3.79218 0.70039
H28 0.56998 -6.23571 0.94670
H29 -1.00697 -6.71345 1.61274
H30 -2.82076 -2.37752 1.45603

Cartesian forces, eV/Å:
0.946 1.746 -0.275
-0.499 -0.607 -0.138
0.092 -0.313 -0.235
0.299 0.309 0.002
0.182 0.349 0.205
-0.100 0.253 0.252
-0.081 0.251 0.296
-0.385 -0.019 0.311
-0.285 -0.099 0.183
-0.038 -0.270 -0.228
-0.188 -0.382 -0.140
-0.111 -0.387 -0.202
0.199 -0.175 -0.277
-0.085 -0.355 -0.115
1.052 0.057 1.376
-3.024 -0.115 -2.936
1.083 1.095 -0.487
0.573 -0.753 -0.032
-0.325 0.283 0.789
2.072 0.733 1.520
-0.405 -0.497 0.399
0.208 0.358 -0.248
-0.284 -0.297 0.195
0.140 -0.138 0.564
0.182 -0.196 0.493
1.352 0.781 -1.062
0.153 -0.282 -0.491
-0.370 -0.334 0.272
-0.031 0.027 0.169
0.010 -0.110 0.014
0.085 -0.007 -0.061
0.178 0.032 0.228
-0.267 -0.342 0.232
0.177 -0.202 -0.236
-0.758 1.216 0.597
0.114 -1.156 -1.263
0.192 0.176 -0.217
-0.102 0.517 -0.196
-0.245 -0.094 0.072
-0.060 -0.090 -0.002
-0.099 0.035 0.152
0.073 0.495 -0.060
-0.400 0.272 0.011
0.679 -0.590 0.259
-0.849 0.245 0.602
-0.399 0.448 -0.094
1.767 -1.438 0.126
-0.799 0.987 -1.092
-0.441 0.126 0.378
-0.101 -0.240 0.550
-0.125 -0.054 0.142
-0.335 0.023 -0.420
-0.252 0.074 0.019
-0.149 1.469 -0.188
1.159 0.208 -0.435
0.366 -0.771 -0.006
0.174 -2.459 -0.142
-2.085 0.286 0.821
-0.053 0.237 -0.002
-0.073 -0.009 0.040
0.295 -0.305 0.013

Computed properties:
Lowest unoccupied orbital energy in eV: 2.2
Kohn-Sham gap in eV: 3.405
Largest force on an atom in eV/Å: 4.2
Net charge: -1
Energy above the lowest of the compared OMol25 structures with the same formula, charge and spin in eV: 0.627
Electronic energy in eV: -61463.233